(1)
Here is a molecular structure, C5H14AsO3PS6V from OMol25. Energies are from ωB97M-V/def2-TZVPD.

Cartesian coordinates (Å):
V: 1.70 -1.13 -0.02
C: -3.19 2.15 -0.33
C: -2.26 1.70 -1.44
O: -1.87 0.35 -1.29
P: -0.58 -0.15 -0.42
S: -0.31 -1.99 -1.13
S: 0.80 1.30 -0.48
O: -1.35 -0.18 1.01
C: -0.72 -0.77 2.15
C: -1.71 -0.75 3.30
H: -3.49 3.19 -0.49
H: -2.67 2.08 0.63
H: -4.08 1.52 -0.28
H: -1.38 2.34 -1.47
H: -2.77 1.76 -2.41
H: 0.17 -0.21 2.43
H: -0.43 -1.80 1.92
H: -1.95 0.27 3.58
H: -1.28 -1.27 4.15
H: -2.64 -1.26 3.00
S: 2.72 -0.40 3.29
As: 3.63 -1.57 1.78
S: 3.89 -0.35 -0.04
S: 2.24 -3.10 1.01
S: 5.46 -2.36 2.48
C: 1.80 0.24 -3.75
O: 2.27 -0.70 -2.82
H: 2.52 0.39 -4.57
H: 1.57 1.20 -3.29
H: 0.87 -0.16 -4.17
H: 3.02 -0.35 -2.33

Results
⟨S²⟩: 3.7695
HOMO-LUMO gap (spin up / spin down), eV: 5.45 / 5.57
HOMO energy (spin up / spin down), eV: -0.74 / -0.88
Total charge: -2
Energy relative to the best compared isomer or geometry (same formula, charge and spin), eV: 1.794
Multiplicity: 4
LUMO (spin up / spin down), eV: 4.712 / 4.684

These are the Löwdin partial charges, in e, on atoms 1 to 5:
1. V -0.3467
2. C -0.0885
3. C -0.3454
4. O -0.3714
5. P -0.1354

---

(2)
Here is a molecular structure, C6H19AgBrN5O3 from OMol25. Energies are from ωB97M-V/def2-TZVPD.

Cartesian coordinates (Å):
Ag: -0.70 -2.87 -1.82
Br: -1.90 0.61 -2.98
C: 4.55 -2.38 0.03
C: 3.53 -1.40 0.68
C: 4.23 -0.26 1.41
O: 4.98 -0.92 2.55
C: 5.96 -0.09 3.17
N: 2.65 -1.09 -0.44
H: 4.05 -3.34 -0.08
H: 5.34 -2.69 0.71
H: 5.10 -1.92 -0.80
H: 2.95 -1.88 1.48
H: 3.63 0.55 1.82
H: 4.86 0.19 0.64
H: 5.40 0.71 3.67
H: 6.60 0.31 2.39
H: 6.67 -0.67 3.75
H: 2.02 -0.33 -0.27
H: 3.29 -0.79 -1.17
C: -4.79 4.86 -3.03
O: -5.68 5.60 -2.77
N: -3.56 4.96 -2.63
N: -5.00 3.78 -3.62
H: -3.45 5.75 -2.00
H: -2.88 4.23 -2.76
H: -4.19 3.20 -3.78
H: -5.92 3.63 -4.02
C: -4.20 -2.34 1.23
O: -3.12 -2.82 0.95
N: -4.64 -1.43 0.48
N: -5.13 -2.88 2.01
H: -5.53 -1.02 0.74
H: -4.07 -0.84 -0.11
H: -4.95 -3.77 2.45
H: -6.11 -2.64 2.12

Results
HOMO-LUMO gap, eV: 5.28
HOMO energy, eV: -8.09
Energy relative to the best compared isomer or geometry (same formula, charge and spin), eV: 5.538
LUMO, eV: -2.806

These are the Löwdin partial charges, in e, on atoms 1 to 5:
1. Ag 0.7746
2. Br -0.7359
3. C -0.0612
4. C -0.4463
5. C -0.1460

---

(3)
Here is 2 unconnected molecules or ions with the total composition C4H14N2OS from OMol25. Energies are from ωB97M-V/def2-TZVPD.

Cartesian coordinates (Å):
C: -0.39 0.82 -1.21
N: 0.40 1.03 -0.03
C: 1.78 0.61 0.05
C: 2.01 -0.92 0.02
S: 2.93 -1.42 -1.48
C: -1.50 -0.24 -1.10
N: -2.59 0.13 -0.19
H: 0.21 0.53 -2.09
H: -0.86 1.77 -1.47
H: -0.12 1.12 0.83
H: 2.25 1.00 -0.86
H: 2.22 1.11 0.90
H: 1.03 -1.40 0.01
H: 2.54 -1.32 0.88
H: 2.74 -2.73 -1.26
H: -1.12 -1.18 -0.70
H: -1.91 -0.38 -2.10
H: -2.23 0.38 0.73
H: -3.06 0.95 -0.56
H: -2.12 0.03 3.65
H: -0.68 -0.18 3.03
O: -1.53 0.28 2.95

Results
Structure (SMILES): NCCNCCS.O
HOMO-LUMO gap, eV: 8.71
HOMO energy, eV: -8.22
Energy relative to the best compared isomer or geometry (same formula, charge and spin), eV: 0.728
LUMO, eV: 0.491

These are the Löwdin partial charges, in e, on atoms 1 to 5:
1. C -0.2382
2. N -0.0908
3. C -0.2949
4. C -0.5388
5. S 0.6737

---

(4)
Here is 12 unconnected molecules or ions with the total composition C60H90N6O24 from OMol25. Energies are from ωB97M-V/def2-TZVPD.

Cartesian coordinates (Å):
C: 1.25 5.75 3.11
C: 1.52 5.33 1.83
C: 1.94 6.20 0.83
C: 2.05 7.54 1.15
C: 1.85 8.00 2.45
C: 1.53 7.09 3.45
N: 2.38 8.40 0.02
O: 2.72 9.55 0.26
O: 2.43 7.97 -1.11
H: 0.94 5.07 3.89
H: 1.58 4.28 1.60
H: 2.28 5.80 -0.12
H: 1.92 9.06 2.62
H: 1.38 7.30 4.50
C: 1.72 5.44 -8.76
C: 2.24 4.94 -9.94
C: 3.18 3.95 -9.76
C: 3.54 3.31 -8.60
C: 3.02 3.88 -7.42
C: 2.17 4.99 -7.51
N: 4.43 2.16 -8.58
O: 5.32 2.17 -7.71
O: 4.31 1.27 -9.41
H: 1.12 6.33 -8.75
H: 2.04 5.38 -10.91
H: 3.56 3.55 -10.68
H: 3.21 3.45 -6.45
H: 1.95 5.44 -6.55
C: 7.88 -4.30 1.60
C: 9.08 -4.76 2.09
C: 9.21 -5.07 3.43
C: 8.11 -4.77 4.31
C: 6.90 -4.26 3.78
C: 6.79 -3.97 2.40
N: 8.24 -4.97 5.78
O: 7.40 -4.39 6.49
O: 9.14 -5.68 6.27
H: 7.65 -4.03 0.58
H: 9.90 -4.93 1.41
H: 10.12 -5.50 3.81
H: 6.11 -3.99 4.47
H: 5.84 -3.65 2.00
C: -9.74 5.57 1.43
C: -10.98 4.99 1.04
C: -11.04 3.99 0.04
C: -9.82 3.58 -0.56
C: -8.61 4.20 -0.20
C: -8.62 5.08 0.84
N: -9.83 2.51 -1.57
O: -8.87 2.43 -2.27
O: -10.78 1.74 -1.59
H: -9.81 6.33 2.20
H: -11.84 5.50 1.46
H: -11.99 3.56 -0.22
H: -7.68 3.88 -0.63
H: -7.75 5.52 1.31
C: 1.01 -6.41 3.18
C: 0.99 -7.65 2.64
C: 1.12 -8.75 3.43
C: 1.37 -8.62 4.87
C: 1.40 -7.36 5.39
C: 1.11 -6.27 4.58
N: 1.50 -9.79 5.71
O: 1.48 -10.92 5.19
O: 1.60 -9.64 6.90
H: 0.80 -5.51 2.62
H: 0.67 -7.67 1.60
H: 0.93 -9.69 2.95
H: 1.50 -7.20 6.45
H: 1.00 -5.29 5.03
C: 11.26 -0.44 -1.16
C: 11.30 0.62 -0.22
C: 10.35 1.62 -0.18
C: 9.29 1.63 -1.13
C: 9.29 0.60 -2.03
C: 10.22 -0.39 -2.09
N: 8.21 2.66 -1.14
O: 7.81 3.19 -0.10
O: 7.72 2.83 -2.21
H: 12.06 -1.16 -1.08
H: 12.16 0.68 0.43
H: 10.46 2.38 0.57
H: 8.60 0.70 -2.86
H: 10.13 -1.12 -2.88
C: -3.47 3.00 -8.68
O: -4.34 3.83 -7.92
C: -4.70 3.32 -6.63
C: -3.68 3.27 -5.51
O: -3.27 4.53 -5.03
C: -2.52 4.67 -3.86
H: -3.16 3.51 -9.59
H: -3.94 2.08 -9.02
H: -2.58 2.67 -8.15
H: -5.22 2.37 -6.82
H: -5.43 4.03 -6.26
H: -2.80 2.75 -5.86
H: -4.21 2.74 -4.72
H: -1.46 4.45 -4.01
H: -2.95 4.09 -3.05
H: -2.74 5.70 -3.58
C: -5.73 -1.83 6.20
O: -6.99 -2.04 6.82
C: -8.05 -1.09 6.54
C: -8.67 -1.13 5.13
O: -7.62 -0.86 4.13
C: -8.10 -1.05 2.82
H: -4.97 -2.49 6.63
H: -5.34 -0.82 6.34
H: -5.67 -2.05 5.14
H: -7.54 -0.14 6.69
H: -8.82 -1.07 7.32
H: -9.49 -0.41 5.12
H: -9.02 -2.15 4.98
H: -8.91 -0.33 2.73
H: -8.40 -2.08 2.63
H: -7.34 -0.69 2.13
C: 5.87 -4.20 -5.01
O: 5.50 -4.84 -3.84
C: 4.24 -5.54 -3.77
C: 4.20 -6.43 -2.55
O: 5.28 -7.37 -2.32
C: 5.17 -8.15 -1.11
H: 5.05 -3.51 -5.22
H: 6.12 -4.88 -5.82
H: 6.71 -3.60 -4.66
H: 4.02 -6.10 -4.68
H: 3.39 -4.86 -3.70
H: 3.26 -6.98 -2.62
H: 4.09 -5.80 -1.67
H: 5.34 -7.54 -0.23
H: 5.92 -8.95 -1.07
H: 4.21 -8.66 -0.99
C: 2.30 0.16 -1.43
O: 1.23 -0.17 -0.52
C: 0.00 0.05 -1.28
C: -1.15 -0.02 -0.30
O: -1.30 1.18 0.44
C: -2.46 1.22 1.28
H: 3.27 -0.05 -0.98
H: 2.17 1.09 -1.98
H: 2.23 -0.60 -2.22
H: 0.02 -0.82 -1.95
H: -0.16 0.94 -1.89
H: -1.15 -0.93 0.30
H: -2.06 -0.03 -0.89
H: -3.34 1.21 0.63
H: -2.52 2.19 1.77
H: -2.60 0.35 1.92
C: -5.17 1.85 11.00
O: -4.39 2.89 10.43
C: -3.04 2.90 10.77
C: -2.34 4.16 10.14
O: -2.16 3.98 8.68
C: -3.06 4.74 7.90
H: -6.21 2.18 10.92
H: -4.88 1.70 12.04
H: -4.96 0.92 10.47
H: -2.60 1.96 10.47
H: -2.96 2.91 11.86
H: -1.41 4.25 10.70
H: -2.91 5.04 10.45
H: -3.22 5.78 8.18
H: -3.94 4.10 7.97
H: -2.94 4.66 6.82
C: -2.80 -4.57 -3.36
O: -3.34 -3.23 -3.44
C: -3.75 -2.75 -4.76
C: -2.72 -2.73 -5.90
O: -1.54 -2.03 -5.59
C: -0.47 -2.31 -6.59
H: -3.49 -5.27 -3.84
H: -2.54 -4.80 -2.32
H: -1.84 -4.49 -3.88
H: -4.18 -1.78 -4.49
H: -4.52 -3.38 -5.21
H: -3.14 -2.09 -6.68
H: -2.60 -3.76 -6.24
H: 0.45 -1.89 -6.17
H: -0.66 -1.88 -7.57
H: -0.33 -3.38 -6.68

Results
Structure (SMILES): O=[N+]([O-])c1ccccc1.O=[N+]([O-])c1ccccc1.O=[N+]([O-])c1ccccc1.O=[N+]([O-])c1ccccc1.O=[N+]([O-])c1ccccc1.O=[N+]([O-])c1ccccc1.COCCOC.COCCOC.COCCOC.COCCOC.COCCOC.COCCOC
HOMO-LUMO gap, eV: 8.91
HOMO energy, eV: -9.60
Energy relative to the best compared isomer or geometry (same formula, charge and spin), eV: 6.570
LUMO, eV: -0.698

These are the Löwdin partial charges, in e, on atoms 1 to 5:
1. C -0.0670
2. C -0.0722
3. C -0.0015
4. C -0.1537
5. C 0.0024

---

(5)
Here is 5 unconnected molecules or ions with the total composition C19H45Cl2O12S4Si from OMol25. Energies are from ωB97M-V/def2-TZVPD.

Cartesian coordinates (Å):
C: 5.20 2.27 1.62
C: 5.18 1.22 0.55
Cl: 3.65 0.41 0.40
C: 6.20 0.88 -0.27
Cl: 7.68 1.93 -0.13
C: 6.23 -0.19 -1.23
Si: 6.86 -1.75 -0.47
C: 7.94 -1.52 1.08
C: 7.88 -2.66 -1.78
C: 5.42 -2.83 0.13
H: 5.44 1.79 2.57
H: 5.94 3.02 1.40
H: 4.21 2.70 1.72
H: 6.88 0.08 -2.07
H: 8.46 -2.46 1.29
H: 7.30 -1.34 1.94
H: 8.69 -0.74 0.98
H: 7.42 -2.51 -2.76
H: 7.96 -3.72 -1.56
H: 8.87 -2.23 -1.84
H: 4.69 -2.98 -0.65
H: 5.74 -3.78 0.55
H: 4.95 -2.27 0.93
O: 0.58 -3.73 -2.37
S: 0.94 -3.07 -1.14
O: 1.77 -3.72 -0.19
O: -0.41 -2.61 -0.42
C: -1.45 -3.58 -0.21
C: -1.14 -4.48 0.98
C: 1.57 -1.47 -1.48
H: -1.61 -4.17 -1.12
H: -2.36 -3.01 -0.02
H: -0.29 -5.13 0.78
H: -2.01 -5.11 1.20
H: -0.91 -3.88 1.86
H: 0.90 -0.97 -2.17
H: 2.55 -1.60 -1.95
H: 1.67 -0.92 -0.56
O: 4.34 4.81 3.66
S: 3.08 5.37 4.05
O: 2.05 5.59 3.08
O: 3.35 6.73 4.84
C: 4.20 7.69 4.20
C: 3.48 8.48 3.13
C: 2.41 4.45 5.39
H: 5.09 7.20 3.81
H: 4.53 8.36 5.01
H: 3.23 7.85 2.28
H: 4.12 9.29 2.77
H: 2.56 8.90 3.52
H: 3.18 4.33 6.15
H: 2.12 3.48 4.99
H: 1.55 4.98 5.78
O: -3.88 -0.98 -0.70
S: -3.22 0.05 -1.45
O: -2.52 1.10 -0.79
O: -4.25 0.67 -2.48
C: -5.51 1.14 -1.96
C: -5.39 2.50 -1.30
C: -2.15 -0.70 -2.63
H: -5.93 0.40 -1.28
H: -6.17 1.20 -2.83
H: -4.80 2.44 -0.38
H: -6.38 2.88 -1.05
H: -4.90 3.21 -1.97
H: -2.71 -1.46 -3.17
H: -1.32 -1.15 -2.09
H: -1.79 0.07 -3.31
O: -9.52 -3.97 -3.84
S: -9.85 -2.88 -2.98
O: -9.39 -1.56 -3.29
O: -9.42 -3.25 -1.49
C: -8.07 -3.71 -1.28
C: -7.07 -2.57 -1.26
C: -11.58 -2.83 -2.70
H: -7.81 -4.46 -2.03
H: -8.09 -4.21 -0.31
H: -6.97 -2.12 -2.24
H: -6.08 -2.94 -0.95
H: -7.38 -1.79 -0.57
H: -11.92 -3.83 -2.41
H: -12.05 -2.53 -3.64
H: -11.80 -2.11 -1.92

Results
HOMO-LUMO gap, eV: 4.10
HOMO energy, eV: -2.57
Total charge: -1
LUMO, eV: 1.532

These are the Löwdin partial charges, in e, on atoms 1 to 5:
1. C -0.1807
2. C -0.7785
3. Cl 0.6644
4. C -0.7959
5. Cl 0.5225

---

(6)
Here is a molecular structure, C16H27BBrClN3O11SV from OMol25. Energies are from ωB97M-V/def2-TZVPD.

Cartesian coordinates (Å):
C: 3.10 -0.39 -5.09
B: 3.69 1.00 -5.33
O: 4.77 1.24 -6.05
O: 3.04 2.24 -4.76
C: 1.61 2.10 -4.67
O: 1.16 1.89 -3.60
O: 0.81 2.29 -5.72
N: 0.44 1.00 -6.31
C: -0.69 0.68 -5.91
S: -2.03 0.21 -5.41
H: 2.67 -0.71 -6.02
H: 2.34 -0.44 -4.33
H: 3.89 -1.06 -4.82
H: 4.60 1.89 -6.74
C: 0.07 1.31 1.11
C: -0.04 0.21 0.03
C: -1.39 0.29 -0.68
C: -2.57 -0.18 0.16
C: -2.33 -1.58 0.71
C: -1.02 -1.73 1.49
N: 0.10 -1.17 0.64
O: 0.50 -1.98 -0.16
C: -1.12 -1.01 2.85
C: -0.76 -3.19 1.82
C: 1.07 0.50 -0.95
H: 0.94 1.14 1.75
H: 0.20 2.27 0.61
H: -0.81 1.40 1.73
H: -1.35 -0.32 -1.60
H: -1.48 1.33 -1.02
H: -2.76 0.52 0.97
H: -3.48 -0.18 -0.45
H: -3.15 -1.87 1.38
H: -2.34 -2.30 -0.12
H: -0.14 -0.91 3.31
H: -1.74 -1.60 3.53
H: -1.59 -0.04 2.80
H: -0.77 -3.83 0.94
H: -1.55 -3.54 2.48
H: 0.19 -3.31 2.33
H: 2.06 0.41 -0.50
H: 0.95 1.53 -1.28
H: 1.04 -0.13 -1.84
O: -1.93 5.01 -2.12
Cl: -1.02 4.07 -2.68
O: -1.54 3.49 -3.89
O: -0.77 2.99 -1.73
O: 0.26 4.70 -2.97
O: -5.66 0.40 -0.13
V: -6.04 0.19 1.50
O: -6.04 -0.14 3.15
N: 1.60 -1.12 7.33
C: 2.29 -1.16 6.15
C: 1.68 -2.08 5.34
C: 0.57 -2.62 6.06
C: 0.55 -2.00 7.28
H: 1.83 -0.54 8.11
H: 3.15 -0.54 5.98
H: 1.98 -2.35 4.34
H: -0.13 -3.36 5.72
H: -0.11 -2.11 8.12
Br: 3.36 2.98 -2.89

Results
HOMO-LUMO gap, eV: 1.34
HOMO energy, eV: -5.94
Energy relative to the best compared isomer or geometry (same formula, charge and spin), eV: 0.000
LUMO, eV: -4.602

These are the Löwdin partial charges, in e, on atoms 1 to 5:
1. C 0.0564
2. B -0.6007
3. O 0.2412
4. O -0.2366
5. C -0.6111

---

(7)
Here is a molecular structure, C19H16MnNO3PS from OMol25. Energies are from ωB97M-V/def2-TZVPD.

Cartesian coordinates (Å):
Mn: 0.93 -1.36 -0.46
O: 4.87 -0.51 0.02
C: 3.69 -0.38 -0.25
O: 2.88 -1.36 -0.51
C: 3.11 1.04 -0.36
P: 1.31 0.99 -0.59
C: 0.63 0.49 1.01
C: -0.73 0.77 1.28
C: -1.37 0.20 2.35
C: -0.68 -0.69 3.19
C: 0.63 -0.99 2.94
C: 1.31 -0.40 1.85
C: 0.75 2.69 -0.85
C: 0.43 3.11 -2.14
C: 0.05 4.42 -2.38
C: -0.01 5.32 -1.32
C: 0.31 4.92 -0.03
C: 0.69 3.61 0.20
H: 3.55 1.50 -1.25
H: 3.42 1.64 0.50
H: -1.28 1.43 0.62
H: -2.40 0.44 2.55
H: -1.19 -1.15 4.03
H: 1.18 -1.67 3.58
H: 2.36 -0.59 1.74
H: 0.47 2.39 -2.95
H: -0.20 4.74 -3.38
H: -0.30 6.35 -1.51
H: 0.26 5.62 0.79
H: 0.93 3.29 1.21
O: -1.00 -1.47 -0.69
N: -1.57 -2.68 -0.75
C: -2.91 -2.71 -0.92
C: -3.58 -3.89 -1.00
C: -2.85 -5.08 -0.91
C: -1.49 -5.03 -0.74
C: -0.82 -3.79 -0.66
S: 0.87 -3.61 -0.45
H: -3.37 -1.73 -0.98
H: -4.65 -3.89 -1.13
H: -3.35 -6.04 -0.97
H: -0.89 -5.92 -0.66

Results
⟨S²⟩: 0.7685
HOMO-LUMO gap (spin up / spin down), eV: 8.41 / 8.26
HOMO energy (spin up / spin down), eV: -8.24 / -8.02
Multiplicity: 2
LUMO (spin up / spin down), eV: 0.161 / 0.239

These are the Löwdin partial charges, in e, on atoms 1 to 5:
1. Mn 0.3671
2. O 0.0580
3. C -0.7023
4. O -0.2173
5. C -0.2210

---

(8)
Here is 3 unconnected molecules or ions with the total composition C3H12O3 from OMol25. Energies are from ωB97M-V/def2-TZVPD.

Cartesian coordinates (Å):
C: -0.30 3.41 2.25
O: -1.08 2.35 1.74
H: -0.45 3.64 3.14
H: -0.47 4.41 1.90
H: 0.65 3.32 2.29
H: -1.18 1.63 2.46
C: 0.62 -3.44 -1.67
O: -0.77 -3.65 -1.74
H: 1.19 -4.35 -2.04
H: 1.21 -3.38 -0.76
H: 0.88 -2.70 -2.39
H: -0.92 -4.52 -1.86
C: 0.17 0.25 -0.67
O: 0.69 1.39 -0.20
H: -0.72 -0.23 -0.26
H: 0.72 -0.65 -0.95
H: -0.29 0.61 -1.61
H: 0.05 1.89 0.35

Results
Structure (SMILES): CO.CO.CO
HOMO-LUMO gap, eV: 9.95
HOMO energy, eV: -9.24
Energy relative to the best compared isomer or geometry (same formula, charge and spin), eV: 4.203
LUMO, eV: 0.712

These are the Löwdin partial charges, in e, on atoms 1 to 5:
1. C -0.1285
2. O -0.0962
3. H 0.0059
4. H 0.1060
5. H 0.0335

---

Repeat the eighth record exactly.
Here is 3 unconnected molecules or ions with the total composition C3H12O3 from OMol25. Energies are from ωB97M-V/def2-TZVPD.

Cartesian coordinates (Å):
C: -0.30 3.41 2.25
O: -1.08 2.35 1.74
H: -0.45 3.64 3.14
H: -0.47 4.41 1.90
H: 0.65 3.32 2.29
H: -1.18 1.63 2.46
C: 0.62 -3.44 -1.67
O: -0.77 -3.65 -1.74
H: 1.19 -4.35 -2.04
H: 1.21 -3.38 -0.76
H: 0.88 -2.70 -2.39
H: -0.92 -4.52 -1.86
C: 0.17 0.25 -0.67
O: 0.69 1.39 -0.20
H: -0.72 -0.23 -0.26
H: 0.72 -0.65 -0.95
H: -0.29 0.61 -1.61
H: 0.05 1.89 0.35

Results
Structure (SMILES): CO.CO.CO
HOMO-LUMO gap, eV: 9.95
HOMO energy, eV: -9.24
Energy relative to the best compared isomer or geometry (same formula, charge and spin), eV: 4.203
LUMO, eV: 0.712

These are the Löwdin partial charges, in e, on atoms 1 to 5:
1. C -0.1285
2. O -0.0962
3. H 0.0059
4. H 0.1060
5. H 0.0335

---

Please write out number 8 again, unchanged.
Here is 3 unconnected molecules or ions with the total composition C3H12O3 from OMol25. Energies are from ωB97M-V/def2-TZVPD.

Cartesian coordinates (Å):
C: -0.30 3.41 2.25
O: -1.08 2.35 1.74
H: -0.45 3.64 3.14
H: -0.47 4.41 1.90
H: 0.65 3.32 2.29
H: -1.18 1.63 2.46
C: 0.62 -3.44 -1.67
O: -0.77 -3.65 -1.74
H: 1.19 -4.35 -2.04
H: 1.21 -3.38 -0.76
H: 0.88 -2.70 -2.39
H: -0.92 -4.52 -1.86
C: 0.17 0.25 -0.67
O: 0.69 1.39 -0.20
H: -0.72 -0.23 -0.26
H: 0.72 -0.65 -0.95
H: -0.29 0.61 -1.61
H: 0.05 1.89 0.35

Results
Structure (SMILES): CO.CO.CO
HOMO-LUMO gap, eV: 9.95
HOMO energy, eV: -9.24
Energy relative to the best compared isomer or geometry (same formula, charge and spin), eV: 4.203
LUMO, eV: 0.712

These are the Löwdin partial charges, in e, on atoms 1 to 5:
1. C -0.1285
2. O -0.0962
3. H 0.0059
4. H 0.1060
5. H 0.0335

---

Q: What is the formula in the seventh record?
A: C19H16MnNO3PS